Record 1
94
Properties=species:S:1:pos:R:3 method="wB97M-V/def2-TZVPD" e_above_lowest_ev=0.000 spin_multiplicity=1 homo_ha=-0.250 homo_lumo_gap_ev=7.1 lumo_energy_ev=0.313
Sn 0.67 1.21 0.38
C -3.67 -0.19 1.72
C -3.44 0.60 0.45
C -3.59 1.98 0.46
C -4.10 2.67 1.71
C -3.27 2.73 -0.68
C -3.34 4.24 -0.63
C -2.91 2.07 -1.86
C -2.55 2.88 -3.08
C -2.92 0.67 -1.91
C -2.73 -0.01 -3.25
C -3.12 -0.07 -0.74
C -3.05 -1.58 -0.72
H -4.67 -0.65 1.74
H -3.58 0.43 2.60
H -2.97 -1.02 1.80
H -3.32 2.73 2.47
H -4.95 2.12 2.13
H -4.44 3.68 1.50
H -4.37 4.59 -0.68
H -2.79 4.69 -1.45
H -2.90 4.62 0.29
H -3.37 3.54 -3.39
H -2.28 2.26 -3.93
H -1.69 3.52 -2.86
H -1.71 0.07 -3.62
H -3.38 0.44 -4.00
H -2.99 -1.07 -3.22
H -4.04 -2.02 -0.68
H -2.49 -1.94 0.14
H -2.53 -1.98 -1.59
O 2.00 3.35 5.56
C 1.14 2.23 5.40
C 0.99 1.92 3.90
C 0.13 0.64 3.90
O -0.32 0.27 2.61
C 2.42 1.73 3.36
Se 2.74 0.64 1.75
C 0.30 3.15 3.30
Se -0.43 3.20 1.46
H 2.15 3.49 6.50
H 0.16 2.44 5.83
H 1.56 1.35 5.91
H -0.74 0.81 4.55
H 0.72 -0.18 4.33
H -1.13 -0.25 2.66
H 3.01 1.22 4.11
H 2.86 2.71 3.21
H 1.00 3.98 3.36
H -0.56 3.41 3.91
N 3.70 2.49 -1.16
C 2.56 3.01 -1.67
N 2.66 3.59 -2.90
O 1.48 2.99 -1.08
H 4.45 2.24 -1.79
H 3.63 1.93 -0.32
H 3.56 3.89 -3.24
H 1.85 4.11 -3.20
C 0.64 0.01 -1.24
Ge 1.18 -1.82 -1.06
C 0.15 -2.96 0.17
C -0.60 -4.06 -0.26
C -1.40 -4.77 0.62
C -1.45 -4.42 1.96
C -0.69 -3.35 2.42
C 0.11 -2.64 1.53
C 3.06 -1.89 -0.51
C 3.97 -1.07 -1.17
C 5.32 -1.08 -0.84
C 5.78 -1.91 0.17
C 4.89 -2.75 0.83
C 3.54 -2.74 0.49
C 1.08 -2.67 -2.83
C 2.18 -3.28 -3.42
C 2.07 -3.86 -4.68
C 0.87 -3.84 -5.36
C -0.24 -3.23 -4.78
C -0.13 -2.65 -3.53
H -0.28 0.13 -1.81
H -0.57 -4.34 -1.30
H -1.99 -5.61 0.26
H -2.07 -4.98 2.65
H -0.70 -3.09 3.47
H 0.69 -1.80 1.90
H 3.61 -0.41 -1.95
H 6.02 -0.43 -1.36
H 6.83 -1.92 0.44
H 5.24 -3.41 1.61
H 2.85 -3.40 1.01
H 3.13 -3.30 -2.90
H 2.94 -4.33 -5.13
H 0.79 -4.29 -6.35
H -1.19 -3.21 -5.31
H -1.00 -2.18 -3.09

Record 2
102
Properties=species:S:1:pos:R:3 method="wB97M-V/def2-TZVPD" e_above_lowest_ev=3.211 spin_multiplicity=1 charge=-2 homo_ha=-0.114 homo_lumo_gap_ev=7.4 lumo_energy_ev=4.292
S 0.02 -0.17 -0.06
O 0.95 -0.53 -1.14
O -0.48 1.17 -0.35
O -1.14 -1.04 0.09
O 0.69 -0.11 1.19
N -0.91 -3.52 1.04
C -0.54 -3.62 2.43
C -0.58 -5.10 2.71
C -0.96 -5.78 1.44
C -1.18 -4.67 0.39
H -1.03 -2.48 0.67
H -0.48 -2.73 2.96
H -0.40 -5.73 3.66
H -1.26 -6.79 1.32
H -1.40 -4.69 -0.67
N 0.16 3.64 -0.16
C 0.02 4.03 1.15
C 0.11 5.60 1.28
C 0.57 5.88 -0.22
C 0.40 4.72 -0.99
H 0.03 2.73 -0.39
H -0.05 3.16 1.89
H -0.11 6.38 1.93
H 0.93 6.83 -0.52
H 0.54 4.56 -2.07
N 0.86 0.59 -3.33
C 0.06 1.82 -3.60
C 0.29 2.18 -5.05
C 1.10 1.19 -5.66
C 1.34 0.17 -4.48
H 0.85 0.01 -2.45
H -0.38 2.26 -2.76
H -0.20 2.90 -5.45
H 1.52 0.88 -6.60
H 1.80 -0.93 -4.50
N 3.09 0.82 1.71
C 3.72 1.89 1.08
C 5.13 2.03 1.59
C 5.41 1.00 2.57
C 4.04 0.24 2.65
H 2.24 0.67 1.57
H 2.96 2.37 0.57
H 5.88 2.92 1.13
H 6.50 0.79 3.05
H 3.93 -0.74 3.19
N 0.44 0.48 3.75
C 1.11 1.14 4.59
C 0.32 1.10 5.96
C -0.86 0.19 5.63
C -0.75 -0.07 4.12
H 0.72 0.43 2.81
H 2.27 1.57 4.30
H 0.57 1.59 6.93
H -1.74 -0.09 6.26
H -1.36 -0.58 3.51
N -2.74 2.24 -1.21
C -3.01 3.59 -1.05
C -4.33 3.93 -1.58
C -4.84 2.56 -2.08
C -3.73 1.50 -1.80
H -1.70 1.88 -0.97
H -2.24 4.11 -0.26
H -4.76 4.95 -1.65
H -5.93 2.35 -2.31
H -3.61 0.43 -1.74
N 3.26 -1.07 -2.10
C 4.00 0.05 -2.10
C 5.44 -0.50 -2.44
C 5.33 -1.94 -2.78
C 3.92 -2.20 -2.42
H 2.15 -0.87 -1.82
H 3.64 0.96 -1.88
H 6.15 0.25 -2.32
H 6.03 -2.69 -3.27
H 3.15 -3.10 -2.33
N -2.53 -1.90 -1.89
C -2.06 -1.23 -3.03
C -2.99 -1.75 -4.16
C -3.95 -2.77 -3.52
C -3.74 -2.76 -2.03
H -2.08 -1.66 -0.87
H -1.35 -0.54 -3.09
H -2.70 -1.50 -5.23
H -4.66 -3.42 -4.12
H -4.22 -3.17 -1.13
N -3.32 -0.68 1.60
C -4.08 -1.66 2.29
C -5.14 -0.88 3.00
C -5.05 0.66 2.56
C -3.91 0.58 1.70
H -2.50 -0.82 1.00
H -3.67 -2.80 2.34
H -5.95 -1.23 3.75
H -5.69 1.49 2.86
H -3.11 1.36 1.12
C 2.64 -2.75 0.59
N 3.87 -3.66 0.45
O 4.85 -3.37 1.06
O 3.42 -4.76 0.11
H 2.00 -2.85 -0.28
H 2.78 -1.85 0.81
H 2.16 -3.08 1.53

Record 3
93
Properties=species:S:1:pos:R:3 method="wB97M-V/def2-TZVPD" spin_multiplicity=3 s2=2.022 charge=+2 homo_ha="-0.491 / -0.497" homo_lumo_gap_ev="6.6 / 6.9" lumo_energy_ev="-6.719 / -6.643"
W -0.57 -0.92 2.27
S 0.34 1.12 2.95
C 2.09 0.78 3.04
C 2.98 1.86 3.08
C 4.35 1.64 3.15
C 4.86 0.35 3.20
C 3.99 -0.73 3.19
C 2.63 -0.50 3.09
S 1.49 -1.86 3.23
C 1.88 -3.04 1.89
C 0.72 -3.35 0.97
C 0.89 -4.25 -0.06
C -0.21 -4.61 -0.84
C -1.45 -4.07 -0.55
C -1.57 -3.17 0.48
C -2.91 -2.63 0.92
S -2.87 -0.82 1.26
C -3.88 -0.72 2.71
C -5.18 -0.25 2.58
C -5.98 -0.16 3.70
C -5.47 -0.53 4.94
C -4.16 -0.99 5.07
C -3.35 -1.08 3.94
S -1.68 -1.69 4.14
N -0.49 -2.79 1.20
H 2.58 2.86 3.05
H 5.02 2.49 3.18
H 5.93 0.19 3.27
H 4.38 -1.74 3.27
H 2.15 -3.97 2.39
H 2.75 -2.69 1.34
H 1.86 -4.69 -0.24
H -0.09 -5.31 -1.65
H -2.33 -4.36 -1.12
H -3.19 -3.10 1.86
H -3.67 -2.82 0.17
H -5.56 0.03 1.60
H -7.00 0.19 3.62
H -6.09 -0.46 5.82
H -3.77 -1.28 6.03
O -0.06 -0.40 0.23
P 0.35 0.71 -0.78
C -0.37 2.33 -0.41
C -1.72 2.34 0.33
C -2.05 3.77 0.74
C -2.08 4.74 -0.46
C -1.71 4.05 -1.77
C -0.40 3.27 -1.66
C -0.15 0.11 -2.41
C -1.68 0.22 -2.60
C -2.07 -0.11 -4.05
C -1.10 -1.10 -4.71
C -0.57 -2.08 -3.67
C 0.30 -1.36 -2.63
C 2.15 0.95 -0.70
C 2.90 -0.37 -0.46
C 4.41 -0.13 -0.53
C 4.85 0.40 -1.92
C 3.66 0.88 -2.76
C 2.73 1.75 -1.92
H 0.35 2.73 0.31
H -1.65 1.72 1.22
H -2.52 1.91 -0.29
H -1.31 4.09 1.47
H -3.01 3.78 1.26
H -1.39 5.57 -0.29
H -3.07 5.19 -0.56
H -1.62 4.78 -2.57
H -2.52 3.37 -2.08
H 0.43 3.98 -1.59
H -0.24 2.72 -2.59
H 0.34 0.75 -3.14
H -2.03 1.23 -2.35
H -2.16 -0.46 -1.90
H -2.13 0.81 -4.64
H -3.08 -0.54 -4.05
H -0.25 -0.56 -5.15
H -1.59 -1.62 -5.53
H 0.01 -2.87 -4.14
H -1.42 -2.56 -3.17
H 1.34 -1.37 -2.96
H 0.27 -1.89 -1.68
H 2.26 1.56 0.20
H 2.62 -1.13 -1.19
H 2.62 -0.75 0.53
H 4.94 -1.05 -0.29
H 4.68 0.59 0.25
H 5.39 -0.38 -2.46
H 5.54 1.23 -1.79
H 3.11 0.03 -3.17
H 4.02 1.45 -3.61
H 1.94 2.16 -2.54
H 3.29 2.60 -1.54

Record 4
104
Properties=species:S:1:pos:R:3 method="wB97M-V/def2-TZVPD" spin_multiplicity=1 smiles="C#CCc1c(Br)c(CB(O)O)c(B(C)O)c2c1C(=O)C(P(C)CC)=C([C@H](Br)CC)C2=O.O=C1CCCO1.O=C1CCCO1.O=C1CCCO1.O=C1CCCO1" homo_ha=-0.295 homo_lumo_gap_ev=6.8 lumo_energy_ev=-1.195
C 0.27 -3.88 2.90
C 0.03 -2.69 3.03
C -0.34 -1.15 3.08
C -0.62 -0.73 1.58
C 0.26 0.22 0.80
Br 1.82 0.99 1.75
C -0.05 0.59 -0.65
C 0.87 1.61 -1.39
B 1.97 0.92 -2.36
O 3.28 0.54 -1.96
O 1.56 0.69 -3.72
C -1.28 -0.06 -1.28
B -1.56 0.33 -2.83
C -2.23 1.75 -3.27
O -1.19 -0.67 -3.79
C -2.18 -1.00 -0.55
C -1.85 -1.32 0.91
C -2.85 -2.29 1.66
O -3.11 -2.22 2.85
C -3.56 -3.40 0.76
P -3.91 -4.98 1.74
C -3.67 -6.57 0.70
C -5.75 -4.83 2.27
C -5.70 -4.42 3.84
C -3.83 -3.11 -0.56
C -4.47 -4.12 -1.57
Br -6.21 -4.92 -1.11
C -3.41 -5.14 -2.26
C -2.90 -4.52 -3.66
C -3.47 -1.66 -1.13
O -4.22 -1.13 -1.94
H 0.46 -4.86 2.38
H -1.23 -0.97 3.76
H 0.55 -0.63 3.54
H 0.24 2.33 -2.02
H 1.46 2.28 -0.67
H 3.78 0.52 -2.81
H 1.27 -0.24 -3.81
H -1.48 2.42 -3.81
H -2.52 2.28 -2.31
H -3.16 1.60 -3.92
H -1.80 -0.63 -4.56
H -3.40 -7.34 1.50
H -2.78 -6.52 0.02
H -4.62 -6.95 0.23
H -6.25 -3.98 1.70
H -6.28 -5.81 2.09
H -6.11 -5.27 4.46
H -6.38 -3.54 3.96
H -4.65 -4.12 4.14
H -4.76 -3.47 -2.47
H -2.50 -5.08 -1.58
H -3.82 -6.18 -2.37
H -3.39 -4.99 -4.56
H -1.78 -4.76 -3.70
H -2.97 -3.39 -3.62
O 2.70 3.78 -0.26
C 3.57 4.29 0.40
C 4.48 3.56 1.35
C 5.06 4.70 2.17
C 5.03 5.85 1.19
O 3.88 5.60 0.36
H 5.25 3.04 0.78
H 3.92 2.86 1.98
H 6.06 4.50 2.56
H 4.40 4.92 3.02
H 5.92 5.88 0.55
H 4.92 6.81 1.69
O 6.04 8.91 1.88
C 6.88 8.98 1.02
C 7.93 10.06 0.90
C 8.42 9.87 -0.52
C 8.20 8.39 -0.75
O 7.04 8.05 0.03
H 8.71 9.87 1.64
H 7.49 11.04 1.05
H 9.45 10.18 -0.67
H 7.79 10.45 -1.20
H 9.04 7.79 -0.40
H 8.01 8.16 -1.80
O -9.25 -1.98 3.50
C -8.49 -1.19 2.99
C -8.69 -0.52 1.66
C -7.30 0.01 1.36
C -6.74 0.25 2.75
O -7.34 -0.76 3.57
H -9.42 0.29 1.77
H -9.02 -1.23 0.90
H -7.30 0.91 0.74
H -6.72 -0.75 0.85
H -7.01 1.23 3.14
H -5.66 0.14 2.77
O 6.29 -5.69 -1.64
C 5.85 -4.59 -1.86
C 5.43 -3.58 -0.82
C 4.62 -2.60 -1.64
C 5.26 -2.71 -3.01
O 5.70 -4.07 -3.11
H 6.32 -3.12 -0.39
H 4.82 -4.05 -0.04
H 4.63 -1.58 -1.25
H 3.58 -2.93 -1.70
H 6.13 -2.05 -3.11
H 4.56 -2.49 -3.81

Record 5
94
Properties=species:S:1:pos:R:3 method="wB97M-V/def2-TZVPD" e_above_lowest_ev=0.000 spin_multiplicity=1 homo_ha="-0.253 / -0.251" homo_lumo_gap_ev="7.0 / 6.9" lumo_energy_ev="0.090 / 0.095"
Ni -1.18 1.58 0.33
C 0.01 2.29 2.13
C 0.76 1.30 1.38
C 0.97 1.85 0.07
C 0.30 3.11 0.07
C -0.23 3.42 1.35
C -0.83 4.73 1.82
C -1.30 5.58 0.65
C 0.27 5.50 2.57
C -2.00 4.49 2.79
C 1.79 1.45 -1.16
C 2.11 -0.04 -1.31
C 3.11 2.24 -1.14
C 1.02 1.82 -2.44
C 1.47 0.18 2.17
C 1.20 -1.26 1.72
C 1.04 0.21 3.65
C 2.98 0.47 2.16
H -0.30 2.17 3.15
H 0.24 3.77 -0.79
H -0.48 5.79 -0.04
H -1.69 6.54 1.00
H -2.10 5.08 0.09
H 1.13 5.67 1.92
H 0.61 4.93 3.44
H -0.11 6.47 2.92
H -2.82 3.98 2.29
H -2.38 5.45 3.17
H -1.69 3.89 3.64
H 2.73 -0.43 -0.51
H 2.65 -0.19 -2.25
H 1.19 -0.63 -1.37
H 3.70 1.98 -0.26
H 2.90 3.31 -1.10
H 3.70 2.04 -2.03
H 0.08 1.26 -2.48
H 1.61 1.52 -3.32
H 0.83 2.89 -2.53
H 0.17 -1.55 1.93
H 1.86 -1.93 2.28
H 1.37 -1.42 0.66
H -0.04 0.05 3.76
H 1.30 1.16 4.13
H 1.55 -0.59 4.18
H 3.41 0.36 1.17
H 3.50 -0.22 2.84
H 3.17 1.49 2.50
C 3.53 -5.97 0.31
C 2.46 -6.56 -0.63
C 3.18 -7.34 -1.73
C 1.58 -7.54 0.15
C 1.59 -5.43 -1.19
C 1.49 -5.16 -2.55
C 0.70 -4.13 -3.06
C 0.01 -3.36 -2.16
O -0.81 -2.28 -2.37
B -1.20 -1.87 -1.09
O -0.67 -2.71 -0.12
C 0.11 -3.61 -0.80
C 0.88 -4.63 -0.29
H 4.16 -6.76 0.71
H 3.07 -5.44 1.15
H 4.16 -5.26 -0.23
H 3.79 -8.12 -1.28
H 3.85 -6.69 -2.31
H 2.48 -7.81 -2.42
H 2.19 -8.35 0.56
H 0.82 -7.98 -0.50
H 1.07 -7.06 0.98
H 2.04 -5.77 -3.26
H 0.64 -3.94 -4.13
H 0.92 -4.79 0.78
Br -5.44 0.47 -2.81
C -4.17 -0.02 -1.49
C -4.56 0.02 -0.09
C -3.61 -0.03 0.84
C -2.17 -0.07 0.51
N -2.00 -0.74 -0.85
C -2.94 -0.40 -1.84
H -5.61 0.09 0.15
H -3.88 -0.01 1.89
H -1.60 -0.68 1.21
H -2.63 -0.53 -2.87
I -6.32 4.25 0.54
C -4.64 3.75 -0.58
C -4.45 4.23 -1.86
C -3.30 3.84 -2.54
C -2.41 2.99 -1.92
N -2.59 2.52 -0.68
C -3.69 2.90 -0.03
H -5.17 4.89 -2.32
H -3.11 4.18 -3.55
H -1.51 2.67 -2.43
H -3.82 2.51 0.97